Below is 7 unconnected molecules or ions with the total composition C42H69F3N2O15S6 in a non-equilibrium geometry, with properties calculated with the ωB97M-V functional and the def2-TZVPD basis.

The HOMO energy comes out at -0.3310 hartree. Its total charge is 0. The calculation puts the max |F| at 4.59 eV/Å. Its HOMO-LUMO gap is 9.17 eV. The calculation puts the molar mass at 1091.409 g mol⁻¹. For the LUMO energy, the calculation gives 0.006 hartree. The structure (SMILES) is CC(=O)OCCCCc1cccc2ncc(CCOCC(F)(F)F)nc12.O=S1(=O)CCCC1.O=S1(=O)CCCC1.O=S1(=O)CCCC1.O=S1(=O)CCCC1.O=S1(=O)CCCC1.O=S1(=O)CCCC1.

Each line ends with the Mulliken charge.
Positions of all 137 atoms, in Å:
S1 1.745 2.350 5.507  1.0737
S2 -1.831 -2.487 3.378  1.0512
S3 -1.628 -7.893 5.191  1.1527
S4 6.026 6.613 -0.027  1.1675
S5 -0.124 -5.926 -4.357  1.0665
S6 -2.521 4.171 0.949  1.3857
F1 -2.620 2.730 -3.711  -0.1221
F2 -4.694 2.370 -4.017  -0.3081
F3 -4.057 3.582 -2.385  -0.2863
O1 -0.550 -5.010 -3.329  -0.5668
O2 1.662 3.259 0.787  -0.4874
O3 6.923 6.337 -1.119  -0.6772
O4 -1.848 -3.922 3.242  -0.6484
O5 5.486 7.931 0.182  -0.6557
O6 -2.407 -1.635 2.369  -0.6073
O7 -0.252 -7.474 5.118  -0.6733
O8 -3.558 0.161 -2.844  -0.3204
O9 1.628 3.529 6.323  -0.7344
O10 -3.389 3.104 0.520  -0.7825
O11 -0.862 -7.132 -4.634  -0.6839
O12 1.304 2.861 -1.361  -0.3206
O13 0.592 1.528 5.226  -0.5947
O14 -1.087 4.006 0.948  -0.5966
O15 -2.321 -7.962 6.453  -0.6629
N1 -1.642 -2.311 -6.249  -0.7735
N2 -1.135 -0.719 -4.014  -0.1141
C1 6.764 6.049 1.506  -0.8617
C2 -2.618 -2.050 -2.727  -0.9663
C3 -0.804 -1.245 -6.280  0.5116
C4 2.580 2.758 3.967  -0.2404
C5 3.811 0.837 4.928  -0.6200
C6 3.955 2.080 4.039  -0.4123
C7 -2.511 -2.055 4.974  -0.8047
C8 2.213 -6.301 -5.492  -0.6331
C9 -0.182 -0.959 -7.440  -0.2745
C10 -3.766 2.497 -3.102  0.7750
C11 0.127 -5.031 -5.893  0.4699
C12 -2.952 6.263 2.468  -0.4814
C13 1.596 -6.357 -4.097  -0.7313
C14 0.860 0.816 -6.464  -0.0215
C15 -0.179 -1.362 5.138  -0.0494
C16 1.029 2.654 -0.058  0.5322
C17 -0.553 -0.465 -5.206  -0.1950
C18 -3.099 -9.316 3.547  -0.5988
C19 4.875 4.534 1.186  0.3381
C20 -0.015 1.657 0.279  -0.1815
C21 -1.946 -1.706 -3.994  1.1695
C22 -2.616 -6.938 4.035  -0.1691
C23 4.672 5.428 -0.042  -0.6741
C24 -3.032 4.742 2.565  -0.9573
C25 -2.185 -2.473 -5.101  -0.9879
C26 3.042 1.301 6.161  -0.7933
C27 -3.041 -7.912 2.928  -0.7481
C28 0.312 0.590 -5.327  -0.1087
C29 -3.714 1.356 -2.159  -0.1464
C30 0.487 2.914 -4.538  -0.7995
C31 -1.308 -2.059 5.911  -0.7922
C32 0.615 0.042 -7.550  -1.2048
C33 -3.150 -0.863 -1.975  -0.5102
C34 5.618 5.363 2.243  -0.6637
C35 0.635 1.460 -4.172  0.2570
C36 0.651 3.929 -3.420  -1.5856
C37 1.640 -5.037 -6.150  -0.7058
C38 -1.813 -9.468 4.354  -0.7102
C39 0.234 3.547 -2.042  0.0597
C40 -3.547 6.629 1.101  -0.7350
C41 -0.150 -1.960 3.725  -0.6089
C42 -2.929 5.681 0.063  -0.5844
H1 0.782 -1.485 5.636  0.4047
H2 -4.056 4.407 2.723  0.3741
H3 7.552 5.342 1.251  0.3740
H4 1.679 4.229 -3.344  0.4712
H5 -2.305 -7.899 2.124  0.3162
H6 -0.379 -0.298 5.074  0.0448
H7 3.301 -6.276 -5.445  0.3608
H8 3.920 4.164 1.554  -0.3922
H9 -0.958 2.147 0.449  -0.1039
H10 4.314 1.826 3.042  0.3170
H11 -1.534 -1.549 6.846  0.3764
H12 -0.366 -1.588 -8.277  0.5154
H13 -0.423 3.117 -5.068  0.6399
H14 -2.019 -6.118 3.649  0.0817
H15 5.480 3.666 0.914  0.2543
H16 -2.905 1.543 -1.473  -0.0801
H17 5.984 4.743 3.061  0.3058
H18 -0.264 -4.029 -5.782  -0.7592
H19 4.682 2.762 4.485  0.1649
H20 -1.910 6.585 2.516  0.2496
H21 1.669 1.295 -3.922  0.2696
H22 -3.356 7.668 0.842  0.3551
H23 -0.022 4.405 -1.453  0.6434
H24 -1.021 -3.085 6.149  0.3278
H25 -3.281 -2.772 5.247  0.4690
H26 -0.626 2.893 -2.031  -0.1657
H27 4.945 6.113 2.664  0.3601
H28 7.182 6.898 2.041  0.4502
H29 -3.998 -7.621 2.498  0.3389
H30 -3.474 -6.546 4.577  0.3701
H31 -2.940 -1.058 4.886  0.3429
H32 1.921 -7.183 -6.065  0.3032
H33 -4.017 -1.172 -1.414  0.4818
H34 0.099 4.819 -3.645  0.3972
H35 2.598 0.489 6.732  0.4317
H36 -3.489 6.741 3.285  0.4005
H37 3.740 5.986 0.018  0.3342
H38 3.246 0.066 4.401  0.2366
H39 -0.415 -5.554 -6.677  0.4300
H40 2.028 -5.603 -3.441  0.3417
H41 0.492 -2.837 3.663  0.4033
H42 1.529 1.640 -6.579  0.4666
H43 -0.949 -9.597 3.703  0.3379
H44 0.150 -1.230 2.978  0.0999
H45 2.657 3.838 3.889  0.4434
H46 -2.412 -0.533 -1.262  0.2304
H47 -1.962 -2.628 -2.103  0.2961
H48 1.992 2.371 3.139  -0.1480
H49 -2.377 4.317 3.323  0.3394
H50 2.094 -4.154 -5.697  0.2838
H51 -4.656 1.355 -1.632  0.3096
H52 -1.850 -10.267 5.090  0.3934
H53 -3.448 -2.682 -2.987  0.5098
H54 -3.964 -9.393 4.209  0.2999
H55 4.779 0.418 5.199  0.4099
H56 -4.629 6.491 1.126  0.3110
H57 3.666 1.916 6.808  0.3493
H58 -3.186 -10.091 2.788  0.3476
H59 -2.863 -3.291 -4.993  0.4337
H60 4.705 4.866 -0.970  0.3813
H61 -3.620 5.441 -0.740  0.2891
H62 1.657 -7.337 -3.631  0.4057
H63 1.091 0.230 -8.482  0.4451
H64 0.248 1.124 1.166  0.0185
H65 1.277 3.123 -5.232  0.3268
H66 -2.006 6.082 -0.350  0.4082
H67 -0.151 0.987 -0.551  0.3195
H68 0.070 1.146 -3.317  0.0354
H69 1.854 -5.003 -7.217  0.3829

Cartesian forces (eV/Å) of the 3 atoms listed first:
S 0.5 0.1 -0.1
S 0.1 0.4 0.2
S -0.1 -0.1 -0.3